{"formula": "C50H135N5O30", "method": "ωB97M-V/def2-TZVPD", "total_energy_ev": -122903.915, "total_charge": 0, "homo_lumo_gap_ev": 8.77, "relative_energy_ev": 0.0000, "e_lumo_ev": 0.22, "elements": ["C", "C", "O", "O", "H", "H", "H", "H", "H", "H", "C", "C", "O", "O", "H", "H", "H", "H", "H", "H", "C", "C", "O", "O", "H", "H", "H", "H", "H", "H", "C", "C", "O", "O", "H", "H", "H", "H", "H", "H", "C", "C", "O", "O", "H", "H", "H", "H", "H", "H", "C", "C", "O", "O", "H", "H", "H", "H", "H", "H", "C", "C", "O", "O", "H", "H", "H", "H", "H", "H", "C", "C", "O", "O", "H", "H", "H", "H", "H", "H", "C", "C", "O", "O", "H", "H", "H", "H", "H", "H", "C", "C", "O", "O", "H", "H", "H", "H", "H", "H", "C", "O", "C", "C", "N", "C", "C", "O", "C", "H", "H", "H", "H", "H", "H", "H", "H", "H", "H", "H", "H", "H", "H", "H", "C", "O", "C", "C", "N", "C", "C", "O", "C", "H", "H", "H", "H", "H", "H", "H", "H", "H", "H", "H", "H", "H", "H", "H", "C", "O", "C", "C", "N", "C", "C", "O", "C", "H", "H", "H", "H", "H", "H", "H", "H", "H", "H", "H", "H", "H", "H", "H", "C", "O", "C", "C", "N", "C", "C", "O", "C", "H", "H", "H", "H", "H", "H", "H", "H", "H", "H", "H", "H", "H", "H", "H", "C", "O", "C", "C", "N", "C", "C", "O", "C", "H", "H", "H", "H", "H", "H", "H", "H", "H", "H", "H", "H", "H", "H", "H"], "positions_angstrom": [[-1.973, -3.954, 0.453], [-2.798, -5.143, 0.934], [-2.284, -6.291, 0.268], [-2.414, -2.774, 1.026], [-1.967, -3.909, -0.648], [-0.912, -4.082, 0.730], [-3.867, -4.949, 0.828], [-2.655, -5.305, 2.038], [-2.705, -7.055, 0.664], [-3.208, -2.361, 0.627], [0.530, 4.332, -4.012], [1.659, 4.232, -5.009], [1.270, 3.588, -6.267], [0.162, 3.007, -3.563], [-0.318, 4.839, -4.460], [0.913, 4.892, -3.133], [2.525, 3.761, -4.563], [2.008, 5.244, -5.270], [1.255, 2.628, -6.117], [-0.691, 3.146, -3.167], [-0.784, 6.546, 6.299], [-0.830, 5.089, 6.642], [-0.690, 4.170, 5.486], [-1.873, 7.007, 5.469], [0.147, 6.876, 5.822], [-0.937, 7.089, 7.248], [-1.716, 4.757, 7.173], [0.000, 4.912, 7.326], [-1.568, 3.828, 5.292], [-1.703, 6.725, 4.568], [3.117, -4.851, 1.599], [2.530, -6.032, 0.804], [3.502, -6.402, -0.168], [3.186, -3.698, 0.822], [4.095, -5.105, 2.049], [2.394, -4.652, 2.395], [1.573, -5.810, 0.333], [2.407, -6.932, 1.438], [3.119, -7.143, -0.646], [3.929, -3.755, 0.184], [6.194, -0.061, 0.842], [4.718, -0.456, 0.705], [3.910, 0.676, 0.978], [6.559, 0.419, 2.107], [6.428, 0.747, 0.134], [6.843, -0.906, 0.580], [4.491, -1.272, 1.402], [4.561, -0.865, -0.312], [3.055, 0.539, 0.555], [6.189, -0.147, 2.793], [-4.773, 4.680, 2.583], [-3.616, 4.906, 3.577], [-3.384, 3.711, 4.358], [-4.908, 5.917, 1.894], [-5.695, 4.492, 3.162], [-4.609, 3.824, 1.950], [-3.787, 5.771, 4.226], [-2.705, 5.120, 3.026], [-4.010, 3.814, 5.076], [-5.556, 5.782, 1.206], [-3.185, -5.958, -3.400], [-4.145, -6.830, -2.590], [-4.833, -7.741, -3.386], [-2.199, -6.744, -4.052], [-2.715, -5.201, -2.771], [-3.832, -5.493, -4.159], [-4.878, -6.178, -2.078], [-3.655, -7.511, -1.881], [-4.183, -8.214, -3.917], [-1.605, -6.970, -3.315], [1.201, 0.042, -5.136], [2.437, 0.163, -4.220], [3.503, -0.567, -4.748], [1.559, 0.572, -6.401], [0.364, 0.627, -4.730], [0.934, -1.012, -5.223], [2.230, -0.239, -3.218], [2.629, 1.249, -4.017], [3.764, -0.092, -5.555], [0.886, 0.352, -7.073], [4.325, 1.907, 4.323], [3.669, 3.122, 3.644], [4.130, 3.335, 2.338], [3.763, 1.598, 5.573], [5.414, 2.027, 4.431], [4.264, 1.039, 3.662], [3.823, 3.970, 4.294], [2.603, 2.866, 3.641], [4.419, 2.475, 1.981], [3.212, 0.835, 5.315], [2.400, 5.337, -0.113], [3.056, 4.222, -0.947], [3.747, 4.841, -2.029], [1.561, 6.196, -0.858], [3.238, 5.893, 0.329], [1.740, 4.963, 0.673], [2.291, 3.533, -1.306], [3.797, 3.668, -0.387], [4.318, 4.187, -2.430], [1.975, 6.300, -1.733], [-1.127, -2.048, -2.958], [-0.086, -1.356, -2.319], [0.224, -1.928, -1.067], [1.498, -1.328, -0.481], [1.320, 0.007, 0.166], [0.586, 0.950, -0.590], [0.353, 2.254, 0.085], [-0.652, 1.973, 1.086], [-0.664, 3.097, 1.995], [-1.203, -1.601, -3.952], [-2.112, -1.953, -2.452], [-0.876, -3.106, -3.057], [0.372, -3.015, -1.101], [-0.583, -1.797, -0.326], [2.279, -1.242, -1.253], [1.877, -1.988, 0.305], [0.936, -0.089, 1.105], [-0.422, 0.637, -0.915], [1.197, 1.094, -1.505], [-0.002, 3.054, -0.586], [1.258, 2.614, 0.593], [-0.610, 4.020, 1.401], [0.128, 3.075, 2.755], [-1.635, 2.989, 2.508], [0.793, -5.804, -6.084], [1.596, -4.977, -5.268], [1.604, -5.407, -3.927], [2.265, -4.331, -3.070], [3.696, -4.511, -2.835], [4.426, -3.256, -2.718], [5.760, -3.501, -2.056], [5.516, -3.751, -0.695], [6.733, -3.975, -0.002], [-0.262, -5.909, -5.793], [1.236, -6.819, -6.139], [0.840, -5.274, -7.058], [2.166, -6.357, -3.812], [0.570, -5.579, -3.592], [1.649, -4.300, -2.169], [2.124, -3.354, -3.565], [3.890, -5.032, -2.003], [3.834, -2.499, -2.094], [4.442, -2.786, -3.711], [6.444, -2.618, -2.166], [6.284, -4.323, -2.543], [6.536, -4.350, 1.009], [7.295, -3.039, 0.081], [7.348, -4.704, -0.543], [-1.791, 5.253, -1.383], [-2.275, 4.255, -2.293], [-3.376, 3.523, -1.750], [-4.535, 4.401, -1.318], [-5.143, 5.022, -2.487], [-6.459, 5.657, -2.207], [-7.019, 6.518, -3.314], [-6.119, 7.510, -3.623], [-6.577, 8.505, -4.559], [-2.234, 6.263, -1.430], [-0.717, 5.361, -1.510], [-1.945, 4.786, -0.409], [-3.017, 2.885, -0.958], [-3.698, 2.914, -2.593], [-4.167, 5.140, -0.584], [-5.274, 3.807, -0.769], [-4.504, 5.791, -2.661], [-6.370, 6.245, -1.274], [-7.187, 4.881, -1.953], [-7.973, 6.900, -2.941], [-7.235, 5.895, -4.176], [-6.741, 8.033, -5.545], [-5.800, 9.237, -4.696], [-7.494, 8.998, -4.209], [0.785, 0.597, 3.992], [1.796, -0.282, 4.406], [2.159, -1.284, 3.437], [3.349, -2.019, 4.055], [2.991, -2.714, 5.314], [4.145, -3.250, 6.012], [4.797, -4.479, 5.375], [5.709, -4.213, 4.352], [6.316, -5.371, 3.878], [0.509, 1.199, 4.866], [-0.080, 0.039, 3.649], [1.130, 1.268, 3.175], [2.480, -0.834, 2.486], [1.287, -1.923, 3.149], [4.201, -1.308, 4.116], [3.666, -2.793, 3.357], [2.358, -2.133, 5.845], [3.809, -3.630, 6.998], [4.971, -2.502, 6.226], [4.025, -5.208, 5.024], [5.366, -4.987, 6.152], [5.634, -6.148, 3.512], [6.902, -5.772, 4.722], [7.007, -5.161, 3.078], [-4.986, 0.371, 3.842], [-4.920, 0.386, 2.423], [-3.550, 0.280, 2.079], [-3.639, 0.253, 0.572], [-4.324, -0.995, 0.142], [-4.790, -0.961, -1.214], [-5.525, -2.213, -1.636], [-6.597, -2.238, -0.715], [-7.568, -3.150, -1.095], [-5.965, 0.839, 4.121], [-4.209, 1.115, 4.198], [-4.910, -0.596, 4.336], [-3.119, -0.627, 2.533], [-2.972, 1.129, 2.467], [-2.687, 0.279, 0.016], [-4.203, 1.145, 0.199], [-5.097, -1.111, 0.783], [-3.999, -0.808, -1.970], [-5.547, -0.174, -1.374], [-4.899, -3.117, -1.581], [-5.883, -2.065, -2.650], [-7.151, -4.153, -1.035], [-7.887, -2.969, -2.110], [-8.434, -3.081, -0.418]], "lowdin_charge": [-0.291, -0.236, -0.081, -0.091, 0.100, 0.120, 0.113, 0.133, 0.081, 0.045, -0.220, -0.217, -0.076, -0.073, 0.125, 0.097, 0.096, 0.124, 0.038, 0.038, -0.228, -0.203, -0.094, -0.083, 0.126, 0.125, 0.115, 0.115, 0.027, 0.062, -0.240, -0.216, -0.079, -0.088, 0.111, 0.119, 0.111, 0.122, 0.088, 0.059, -0.239, -0.225, -0.088, -0.052, 0.128, 0.098, 0.102, 0.117, 0.028, 0.078, -0.223, -0.212, -0.091, -0.063, 0.126, 0.105, 0.120, 0.107, 0.093, 0.060, -0.239, -0.274, -0.064, -0.073, 0.099, 0.129, 0.121, 0.111, 0.086, 0.092, -0.230, -0.248, -0.057, -0.080, 0.110, 0.113, 0.091, 0.121, 0.098, 0.114, -0.268, -0.233, -0.068, -0.059, 0.126, 0.085, 0.119, 0.095, 0.054, 0.055, -0.227, -0.222, -0.066, -0.078, 0.123, 0.105, 0.095, 0.109, 0.084, 0.080, -0.094, -0.188, -0.222, -0.138, -0.051, -0.223, -0.206, -0.201, -0.079, 0.088, 0.079, 0.080, 0.097, 0.118, 0.098, 0.097, 0.103, 0.120, 0.129, 0.116, 0.114, 0.081, 0.075, 0.071, -0.116, -0.189, -0.231, -0.184, -0.032, -0.200, -0.219, -0.234, -0.066, 0.072, 0.092, 0.097, 0.128, 0.101, 0.093, 0.126, 0.066, 0.114, 0.116, 0.140, 0.127, 0.078, 0.080, 0.098, -0.076, -0.209, -0.202, -0.236, -0.032, -0.199, -0.274, -0.186, -0.074, 0.105, 0.060, 0.075, 0.099, 0.129, 0.100, 0.121, 0.102, 0.114, 0.119, 0.123, 0.123, 0.092, 0.078, 0.089, -0.096, -0.219, -0.181, -0.188, -0.042, -0.208, -0.248, -0.197, -0.135, 0.104, 0.089, 0.073, 0.092, 0.140, 0.119, 0.088, 0.103, 0.122, 0.137, 0.134, 0.111, 0.087, 0.095, 0.070, -0.105, -0.199, -0.216, -0.163, -0.063, -0.218, -0.221, -0.189, -0.119, 0.097, 0.086, 0.087, 0.128, 0.105, 0.112, 0.118, 0.113, 0.117, 0.130, 0.122, 0.122, 0.083, 0.082, 0.099]}